61
Properties=species:S:1:pos:R:3 method="wB97M-V/def2-TZVPD" homo_lumo_gap_ha="0.0968 / 0.2282" multiplicity=2 lumo_ev="1.55 / 1.55" homo_energy_ev="-1.09 / -4.66" charge=-1 e_above_lowest_kj_mol=109.1 s2=0.753
C -8.042 -4.211 -14.919
N -8.027 -2.773 -15.092
O -7.789 -2.170 -14.063
O -8.253 -2.263 -16.214
H -7.710 -4.645 -15.862
H -8.993 -4.649 -14.616
H -7.213 -4.252 -14.212
C -8.042 -1.124 -10.804
N -6.623 -0.972 -11.228
O -6.478 -0.096 -12.098
O -5.690 -1.472 -10.584
H -7.997 -1.097 -9.715
H -8.254 -2.084 -11.274
H -8.681 -0.365 -11.256
C -12.509 -6.317 -11.811
N -11.563 -6.529 -10.735
O -11.364 -7.550 -10.149
O -11.078 -5.482 -10.313
H -12.552 -5.267 -12.102
H -13.422 -6.554 -11.264
H -12.181 -6.897 -12.673
C -10.416 4.075 -9.800
N -10.743 2.668 -10.190
O -9.915 1.780 -9.924
O -11.845 2.442 -10.748
H -11.251 4.681 -9.451
H -10.159 4.533 -10.756
H -9.486 4.196 -9.244
C -13.383 -1.468 -15.907
C -14.531 -0.874 -15.129
O -15.342 -0.199 -16.051
S -14.696 -0.248 -17.643
O -14.622 1.047 -18.326
O -15.257 -1.463 -18.328
O -13.237 -0.795 -17.103
H -13.395 -2.518 -16.199
H -12.523 -1.192 -15.297
H -14.201 -0.167 -14.367
H -15.144 -1.655 -14.680
C -13.067 -2.297 -11.102
C -12.066 -1.281 -10.533
O -10.819 -1.581 -11.122
S -10.959 -2.401 -12.638
O -10.304 -3.728 -12.546
O -10.752 -1.516 -13.764
O -12.620 -2.488 -12.413
H -14.136 -2.095 -11.039
H -12.920 -3.246 -10.585
H -12.147 -1.124 -9.458
H -12.309 -0.279 -10.887
C -15.545 -1.011 -7.092
C -14.562 -1.524 -8.026
O -15.329 -2.295 -8.876
S -16.842 -1.675 -9.132
O -17.848 -2.774 -9.363
O -16.683 -0.499 -10.017
O -16.789 -1.134 -7.624
H -15.234 0.022 -6.939
H -15.501 -1.527 -6.133
H -13.683 -1.961 -7.552
H -14.190 -0.681 -8.607



50
Properties=species:S:1:pos:R:3 method="wB97M-V/def2-TZVPD" homo_lumo_gap_ha=0.3001 lumo_ev=-1.27 homo_energy_ev=-9.44 charge=0
C -1.754 -1.769 4.247
B -0.972 -2.216 2.837
O -1.181 -3.600 2.366
N -0.083 -1.166 2.197
Cl 1.550 -1.549 2.728
C -0.015 -1.288 0.690
O 0.533 -2.411 0.156
O -0.463 -0.226 -0.268
C 0.737 0.475 -0.828
Cl 1.974 -0.386 -1.969
C 0.963 1.937 -0.484
C -0.083 2.741 0.544
Cl 2.458 2.841 -1.205
H -0.897 -1.732 5.077
H -2.525 -2.616 4.515
H -2.231 -0.702 4.127
H -2.159 -3.823 2.455
H 0.049 3.908 0.459
H 0.023 2.324 1.633
H -1.168 2.474 0.125
C 2.576 -4.488 0.073
C 3.862 -3.834 -0.402
O 4.965 -4.748 -0.338
C 4.997 -5.699 -1.304
O 4.183 -5.836 -2.206
O 6.071 -6.496 -1.080
C 6.155 -7.610 -1.965
H 2.707 -4.910 1.075
H 1.758 -3.762 0.096
H 2.281 -5.314 -0.581
H 4.107 -2.998 0.264
H 3.760 -3.421 -1.412
H 6.130 -7.290 -3.013
H 5.340 -8.312 -1.757
H 7.105 -8.118 -1.783
C -5.819 6.318 0.481
C -4.493 7.056 0.438
O -3.446 6.217 -0.068
C -3.462 6.001 -1.406
O -4.274 6.456 -2.199
O -2.438 5.166 -1.714
C -2.412 4.768 -3.082
H -5.723 5.387 1.050
H -6.593 6.938 0.941
H -6.157 6.040 -0.523
H -4.205 7.337 1.458
H -4.560 7.982 -0.143
H -2.408 5.636 -3.750
H -3.268 4.120 -3.297
H -1.495 4.198 -3.254



What is the charge in the second record? 0



Which of these has the highest charge? C13H23BCl3NO9



What is the charge in the first record? -1